Entry 1:
{
  "formula": "C4H9N2",
  "method": "ωB97M-V/def2-TZVPD",
  "elements": ["C", "C", "C", "C", "N", "N", "H", "H", "H", "H", "H", "H", "H", "H", "H"],
  "xyz": [[2.910, -0.404, -0.642], [3.300, 0.477, 0.443], [-2.119, -1.144, 0.149], [-2.318, 1.236, -0.148], [1.955, -0.104, 0.114], [-1.627, 0.181, -0.064], [3.186, -0.957, -1.506], [3.813, 0.074, 1.303], [3.440, 1.530, 0.251], [-1.537, -1.626, 0.935], [-3.175, -1.144, 0.413], [-1.978, -1.733, -0.762], [-0.598, 0.222, -0.115], [-1.853, 2.200, -0.301], [-3.398, 1.192, -0.071]],
  "atomic_forces_ev_per_a": [[-0.1032, 0.6250, 1.0023], [0.4656, 0.1025, -0.0448], [-0.4792, -1.4080, 0.0442], [-0.2215, 0.3369, -0.0483], [-0.6288, -0.3697, -0.6965], [0.9251, 0.5208, 0.0474], [-0.1208, -0.4021, -0.5196], [-0.0026, -0.0223, 0.1459], [-0.0009, 0.1170, 0.0311], [-0.0471, 0.1616, 0.0071], [0.0525, 0.1298, -0.0114], [-0.0006, 0.1394, 0.0576], [-0.0662, 0.2859, -0.0357], [0.2205, -0.0483, -0.0113], [0.0072, -0.1686, 0.0321]],
  "charge": 1,
  "homo_energy_ev": -13.62,
  "gap_ev": 8.66
}

---

Entry 2:
{
  "formula": "C27H30NO16P3S3Ta",
  "method": "ωB97M-V/def2-TZVPD",
  "elements": ["Ta", "O", "S", "O", "O", "C", "C", "C", "C", "C", "C", "P", "C", "C", "C", "C", "C", "C", "C", "C", "C", "C", "C", "C", "H", "H", "H", "H", "H", "H", "H", "H", "H", "H", "H", "H", "H", "H", "O", "S", "O", "O", "C", "C", "C", "C", "C", "C", "S", "O", "O", "O", "H", "H", "H", "H", "N", "C", "C", "P", "O", "O", "O", "P", "O", "O", "O", "H", "H", "H", "H", "H", "H", "H", "H", "C", "O", "H", "H", "H", "H"],
  "xyz": [[1.752, 0.068, -0.485], [1.451, -0.886, 1.594], [1.291, -2.286, 1.022], [2.471, -3.119, 1.049], [0.877, -1.854, -0.412], [-0.013, -3.199, 1.828], [0.501, -4.343, 2.457], [-0.322, -5.262, 3.125], [-1.700, -5.084, 3.066], [-2.228, -4.006, 2.335], [-1.403, -3.052, 1.742], [-2.237, -1.672, 1.119], [-2.839, -0.865, 2.590], [-2.013, -0.084, 3.423], [-2.592, 0.738, 4.393], [-3.998, 0.732, 4.525], [-4.782, -0.144, 3.825], [-4.225, -0.958, 2.854], [-3.529, -2.197, 0.042], [-3.370, -3.405, -0.712], [-3.891, -3.559, -1.972], [-4.448, -2.470, -2.603], [-4.780, -1.337, -1.845], [-4.334, -1.191, -0.537], [1.578, -4.482, 2.383], [0.098, -6.069, 3.697], [-2.391, -5.770, 3.587], [-3.307, -3.912, 2.251], [-0.925, -0.064, 3.226], [-2.012, 1.373, 5.021], [-4.438, 1.397, 5.215], [-5.843, -0.150, 4.003], [-4.863, -1.686, 2.321], [-2.846, -4.307, -0.285], [-3.817, -4.554, -2.428], [-4.657, -2.553, -3.667], [-5.472, -0.563, -2.248], [-4.581, -0.271, 0.037], [4.746, 0.742, 2.219], [4.028, 1.096, 1.024], [3.713, -0.103, 0.087], [2.635, 1.652, 1.267], [5.102, 2.119, 0.006], [6.249, 2.575, 0.719], [7.217, 3.247, 0.014], [6.906, 3.921, -1.184], [5.697, 3.633, -1.813], [4.852, 2.664, -1.271], [3.578, 2.205, -2.366], [3.860, 0.999, -3.203], [3.273, 3.378, -3.129], [2.472, 1.846, -1.282], [6.340, 2.267, 1.749], [8.167, 3.404, 0.504], [7.523, 4.686, -1.585], [5.438, 4.109, -2.753], [-2.611, 2.639, -1.311], [-1.063, 2.547, -1.415], [-0.387, 3.747, -2.124], [-0.522, 2.453, 0.387], [0.580, 3.513, 0.794], [-1.749, 2.628, 1.202], [0.289, 1.078, 0.301], [-0.873, 0.891, -2.402], [-0.827, 1.599, -3.845], [-2.110, 0.151, -2.068], [0.499, 0.195, -2.174], [-2.836, 2.900, -0.316], [-2.944, 1.691, -1.546], [-2.969, 3.337, -1.977], [-0.494, 4.620, -1.495], [-0.872, 3.970, -3.090], [0.696, 3.504, -2.295], [1.479, 3.121, 1.063], [-1.096, 1.047, -4.598], [2.081, -1.806, -3.093], [2.698, -0.930, -2.036], [2.742, -2.662, -3.196], [1.992, -1.197, -4.014], [1.087, -2.178, -2.717], [3.250, -0.251, -2.578]],
  "atomic_forces_ev_per_a": [[-2.1216, 0.5902, 1.4196], [0.4654, -0.8334, -0.9704], [0.3515, 0.4298, 0.1243], [-1.2181, 1.1111, -0.2332], [0.6172, -0.1242, 0.4579], [0.0736, -1.3475, -0.1171], [0.2929, -0.1192, 0.2161], [-0.2421, 1.0086, -0.4263], [-0.4312, 0.1056, -0.1221], [0.7778, -1.0513, 0.6934], [0.0722, -1.5517, 0.9096], [1.5564, 3.1950, -1.1923], [-1.5232, -0.2902, 0.8593], [0.0561, 0.3360, -0.4935], [-1.1252, -1.0174, -0.8529], [1.7425, -0.1184, 0.0361], [-0.2762, -0.1008, -0.4175], [0.4722, -0.2264, -0.0734], [-0.3637, -0.9122, -1.7370], [0.3953, -0.4109, 2.0415], [0.3660, -0.4277, -0.1663], [-0.7669, 0.3514, -0.2291], [-0.6656, 0.2963, -0.1679], [-0.1754, -0.1306, 0.2302], [-0.3458, -0.2102, 0.3840], [0.2135, -0.2243, -0.0369], [0.5266, 0.3736, -0.3732], [0.1288, 0.1453, 0.0494], [-0.6539, 0.0384, 0.1775], [0.4353, 0.3360, 0.2442], [-0.4844, 0.6360, 0.7565], [-0.2679, -0.1132, 0.0321], [0.4796, 0.6052, 0.1401], [-0.4537, 1.2943, -0.2735], [0.0908, 0.6282, -0.1579], [-0.4037, 0.1971, 0.2410], [0.8638, -0.5714, 0.0667], [0.2872, -0.7106, -0.4626], [-0.5811, 0.3854, -1.4305], [-1.0656, -0.5031, 1.0797], [0.2702, 0.5649, 0.4038], [1.9975, -0.8245, -0.8373], [0.3422, 1.3177, 0.8833], [-1.4189, -1.5953, -1.2266], [0.2635, 1.6674, -0.1377], [-0.9167, -1.2216, 0.9137], [0.6044, -0.1842, 0.2032], [0.7563, -0.3729, 0.2034], [-1.6321, -1.1516, -0.3427], [-0.1244, 1.4970, 1.7039], [-0.4215, -0.5764, 0.4733], [0.8240, -0.1353, -2.0355], [0.3817, -0.0714, -0.0478], [0.0920, 0.2401, -0.0370], [0.7276, 0.2367, -0.3101], [-0.0081, -0.1125, 0.2110], [0.9508, 1.2709, 0.0132], [0.3460, -0.3002, -0.1723], [-0.2168, -0.5230, -0.2279], [0.2764, -0.7540, -0.0050], [1.0963, -0.7192, -0.0828], [0.6094, -0.5274, -0.6509], [-0.5384, 0.5909, 0.1571], [0.1515, 1.0826, 1.0151], [-0.0352, -0.7539, 0.0066], [0.3726, -0.0281, -0.5854], [-0.5727, 0.7569, 0.5112], [0.1291, -0.3496, -0.4945], [-0.2588, -0.3224, 0.0770], [0.0310, -0.3519, 0.2883], [0.2975, 0.3271, 0.1358], [0.3286, -0.2634, 0.3169], [-1.0674, 0.3681, 0.1878], [-1.4563, 0.4240, -0.6199], [0.0796, 0.0666, 0.2447], [-0.8023, 0.0712, 0.8335], [0.0744, -0.5685, -1.6276], [0.1429, 0.1759, -0.1447], [0.0212, -0.4862, 0.5925], [1.1430, 0.6741, -0.4868], [0.0599, -0.2073, 0.4715]],
  "charge": 1,
  "homo_energy_ev": -9.55,
  "gap_ev": 5.93
}

---

Entry 3:
{
  "formula": "C49H75Ge2N8O2P2Pt",
  "method": "ωB97M-V/def2-TZVPD",
  "elements": ["Pt", "C", "C", "C", "C", "N", "C", "C", "C", "C", "C", "C", "N", "H", "H", "H", "H", "H", "H", "H", "H", "O", "P", "N", "C", "C", "C", "C", "N", "C", "C", "C", "C", "N", "C", "C", "C", "C", "H", "H", "H", "H", "H", "H", "H", "H", "H", "H", "H", "H", "H", "H", "H", "H", "H", "H", "H", "H", "H", "H", "H", "H", "O", "P", "N", "C", "C", "C", "C", "N", "C", "C", "C", "C", "N", "C", "C", "C", "C", "H", "H", "H", "H", "H", "H", "H", "H", "H", "H", "H", "H", "H", "H", "H", "H", "H", "H", "H", "H", "H", "H", "H", "H", "C", "Ge", "C", "C", "Ge", "C", "C", "C", "C", "C", "C", "C", "C", "C", "C", "C", "C", "H", "H", "H", "H", "H", "H", "H", "H", "H", "H", "H", "H", "H", "H", "H", "H", "H", "H", "H"],
  "xyz": [[-0.689, -0.377, -0.152], [-4.273, 1.886, -0.391], [-5.069, 1.102, -1.206], [-4.528, -0.028, -1.802], [-3.208, -0.348, -1.562], [-2.448, 0.416, -0.754], [-2.964, 1.504, -0.176], [-2.557, -1.569, -2.108], [-2.981, -2.239, -3.240], [-2.317, -3.401, -3.611], [-1.251, -3.854, -2.849], [-0.858, -3.107, -1.751], [-1.505, -1.996, -1.405], [-4.655, 2.780, 0.084], [-6.108, 1.356, -1.370], [-5.137, -0.673, -2.420], [-2.292, 2.072, 0.446], [-3.802, -1.855, -3.830], [-2.630, -3.946, -4.492], [-0.726, -4.765, -3.101], [-0.012, -3.381, -1.130], [1.138, -1.203, 0.068], [2.505, -1.029, 0.745], [3.649, -1.285, -0.408], [5.073, -1.492, -0.025], [5.694, -2.145, -1.255], [4.550, -2.983, -1.817], [3.349, -2.064, -1.645], [2.650, 0.427, 1.440], [3.928, 0.947, 1.981], [3.523, 2.241, 2.696], [2.227, 2.658, 1.996], [1.538, 1.324, 1.771], [2.857, -2.103, 1.921], [2.861, -3.546, 1.578], [2.956, -4.217, 2.936], [2.041, -3.347, 3.792], [2.291, -1.922, 3.290], [5.147, -2.144, 0.848], [5.556, -0.548, 0.219], [6.576, -2.729, -0.999], [5.987, -1.382, -1.979], [4.425, -3.896, -1.232], [4.700, -3.264, -2.859], [3.277, -1.387, -2.497], [2.403, -2.598, -1.558], [4.619, 1.157, 1.164], [4.403, 0.231, 2.654], [4.308, 2.993, 2.636], [3.327, 2.042, 3.752], [2.433, 3.128, 1.033], [1.623, 3.343, 2.592], [0.813, 1.386, 0.965], [1.037, 0.991, 2.675], [3.700, -3.784, 0.924], [1.932, -3.834, 1.070], [3.984, -4.168, 3.300], [2.648, -5.261, 2.905], [2.246, -3.442, 4.858], [1.004, -3.626, 3.618], [3.018, -1.398, 3.913], [1.371, -1.334, 3.275], [0.043, 1.920, -0.897], [0.465, 2.690, -2.128], [2.038, 3.142, -2.073], [2.582, 4.517, -2.045], [4.100, 4.307, -2.043], [4.284, 2.914, -1.445], [3.112, 2.139, -2.036], [0.238, 1.726, -3.458], [0.432, 0.280, -3.359], [0.103, -0.242, -4.750], [-0.959, 0.736, -5.250], [-0.515, 2.081, -4.674], [-0.359, 4.089, -2.311], [-1.581, 4.386, -1.529], [-2.312, 5.471, -2.340], [-1.692, 5.404, -3.738], [-0.246, 5.040, -3.435], [2.248, 5.047, -1.150], [2.274, 5.095, -2.912], [4.611, 5.083, -1.476], [4.484, 4.326, -3.064], [4.194, 2.962, -0.358], [5.246, 2.467, -1.696], [2.825, 1.277, -1.435], [3.362, 1.792, -3.047], [-0.247, -0.162, -2.617], [1.441, 0.034, -3.043], [-0.245, -1.276, -4.731], [0.990, -0.194, -5.386], [-1.943, 0.463, -4.860], [-1.019, 0.768, -6.336], [-1.364, 2.719, -4.439], [0.120, 2.613, -5.389], [-1.324, 4.740, -0.529], [-2.186, 3.486, -1.423], [-2.131, 6.452, -1.902], [-3.388, 5.305, -2.354], [-1.774, 6.344, -4.279], [-2.168, 4.624, -4.333], [0.293, 5.935, -3.113], [0.293, 4.604, -4.274], [-0.430, 0.810, 4.957], [-2.016, 0.509, 3.863], [-3.377, -0.233, 5.035], [-2.523, 2.256, 3.149], [-1.794, -1.071, 1.940], [-1.239, -2.785, 2.682], [-1.074, -2.889, 4.061], [-0.897, -4.130, 4.663], [-0.855, -5.279, 3.888], [-0.974, -5.188, 2.506], [-1.157, -3.949, 1.909], [-3.663, -1.460, 1.413], [-4.733, -0.697, 1.878], [-6.049, -1.033, 1.573], [-6.320, -2.137, 0.780], [-5.270, -2.902, 0.289], [-3.961, -2.562, 0.599], [-0.788, 1.186, 5.919], [0.220, 1.563, 4.525], [0.144, -0.098, 5.143], [-3.779, 0.600, 5.618], [-2.922, -0.948, 5.719], [-4.191, -0.723, 4.508], [-2.478, 2.988, 3.958], [-3.536, 2.261, 2.745], [-1.818, 2.566, 2.376], [-1.103, -2.005, 4.686], [-0.790, -4.197, 5.738], [-0.724, -6.245, 4.358], [-0.935, -6.084, 1.899], [-1.247, -3.897, 0.830], [-4.554, 0.169, 2.500], [-6.862, -0.437, 1.970], [-7.344, -2.406, 0.553], [-5.474, -3.774, -0.321], [-3.164, -3.192, 0.226]],
  "atomic_forces_ev_per_a": [[0.0076, 0.5340, -0.2711], [-0.0255, 0.0604, -0.0689], [-0.0601, -0.0390, -0.0349], [-0.0783, 0.1067, -0.1254], [0.1030, -0.0744, -0.1350], [-0.3358, -0.3034, 0.6857], [0.0180, 0.0298, -0.2660], [-0.1758, 0.2053, 0.1827], [-0.0610, -0.0742, -0.0674], [-0.0417, 0.0170, -0.0051], [0.0008, -0.0438, 0.0295], [-0.0773, 0.0727, -0.0812], [0.3640, -0.1829, -0.1013], [0.0009, -0.0234, 0.0275], [0.0175, -0.0106, 0.0005], [0.0008, 0.0188, 0.0073], [0.0365, -0.0246, 0.0254], [-0.0081, -0.0433, 0.0185], [0.0018, 0.0054, 0.0163], [0.0013, 0.0304, -0.0156], [0.0044, 0.0403, -0.0251], [0.5152, -0.1283, 0.4755], [0.2245, 0.0529, -0.1608], [-0.0559, -0.3507, -0.2308], [-0.0576, 0.0654, -0.0712], [-0.0094, -0.0007, -0.0079], [0.0286, -0.0015, 0.0165], [0.0379, 0.1586, 0.0929], [0.0066, 0.2317, -0.0769], [-0.0979, 0.0388, -0.0187], [-0.0085, 0.0234, -0.0317], [0.1024, -0.0024, 0.1565], [-0.0762, 0.1046, -0.1238], [-0.6237, -0.4098, 0.2211], [0.1561, 0.0767, 0.0353], [0.0610, 0.0605, 0.0638], [0.1587, -0.0091, -0.1086], [0.2236, -0.1790, -0.0364], [0.0026, 0.0066, 0.0114], [-0.0238, 0.0253, -0.0045], [0.0040, 0.0112, -0.0238], [0.0173, -0.0089, 0.0162], [-0.0047, -0.0039, -0.0216], [-0.0086, -0.0268, 0.0129], [-0.0602, 0.1153, -0.0600], [0.0057, 0.0176, 0.0189], [0.0090, 0.0068, -0.0454], [-0.0133, -0.0205, -0.0124], [-0.0079, -0.0052, 0.0324], [0.0086, 0.0026, -0.0148], [-0.0212, -0.0024, -0.0245], [0.0160, -0.0134, -0.0143], [0.0611, 0.0187, -0.0598], [-0.1218, -0.0922, 0.2685], [0.0052, 0.0349, -0.0037], [-0.0313, 0.0120, 0.0182], [0.0210, -0.0391, -0.0342], [-0.0016, -0.0031, 0.0188], [-0.0486, 0.0052, 0.0327], [0.4744, 0.0534, -0.0982], [0.0213, 0.0469, -0.0306], [-0.0564, 0.0329, -0.0128], [-0.0003, 0.0961, -0.3993], [0.0638, 0.0787, 0.3690], [0.2042, 0.0271, -0.0947], [0.0129, -0.1275, 0.1183], [-0.0141, -0.0222, 0.0210], [0.0546, -0.0127, -0.0296], [0.0060, 0.1419, -0.1520], [-0.2064, -0.2206, -0.0674], [-0.0514, 0.0315, -0.0203], [0.0185, 0.0290, -0.0745], [0.0406, -0.0189, 0.0184], [0.1092, -0.0457, 0.0163], [-0.2730, 0.1336, -0.0328], [0.0535, -0.0466, -0.1420], [0.0739, -0.0270, 0.0009], [-0.0201, 0.0135, 0.0575], [-0.0029, -0.0421, 0.1817], [-0.0200, -0.0184, 0.0243], [-0.0018, -0.0042, -0.0251], [0.0224, 0.0097, -0.0354], [-0.0109, 0.0111, 0.0025], [-0.0030, -0.0444, 0.0265], [-0.0146, 0.0101, 0.0372], [-0.0138, -0.0651, 0.0914], [-0.0409, -0.0211, 0.0191], [-0.0638, 0.0454, -0.0145], [0.2070, -0.0790, 0.0473], [0.0399, 0.0052, -0.0156], [-0.0160, -0.0068, 0.0058], [0.0150, 0.0120, 0.0148], [-0.0812, -0.0207, -0.0002], [-0.0200, 0.0079, 0.0120], [0.0337, -0.0080, 0.0031], [-0.0037, -0.0282, 0.0306], [0.0310, 0.0654, -0.0732], [-0.0121, -0.0026, 0.0074], [-0.0184, 0.0357, 0.0264], [-0.0106, -0.0091, -0.0149], [-0.0078, 0.0113, -0.0243], [0.0450, 0.0037, -0.0186], [-0.0052, -0.0182, -0.0187], [0.0465, -0.1610, 0.1190], [0.3122, 0.1421, -0.4794], [-0.1098, -0.0309, 0.0928], [-0.1028, 0.1281, 0.0914], [-0.6076, -0.0168, 0.5213], [0.3964, -0.1585, -0.2993], [-0.4028, -0.1256, -0.0130], [-0.3296, -0.0253, 0.0716], [-0.0839, -0.0258, 0.0489], [0.0497, 0.0489, 0.0162], [0.1008, 0.0188, 0.1504], [-0.0263, -0.0599, -0.3709], [-0.0095, -0.0313, -0.1081], [0.0264, 0.0390, 0.0097], [-0.0148, 0.0121, -0.0192], [0.0552, 0.0437, 0.0044], [-0.0804, -0.0426, 0.2154], [0.0344, -0.0152, -0.0108], [0.0957, 0.0842, -0.0346], [0.0206, 0.0523, 0.0012], [-0.0330, -0.0649, 0.0341], [-0.0389, 0.0158, 0.0250], [-0.0165, -0.0282, 0.0359], [-0.0236, -0.0027, -0.0324], [0.0373, 0.0293, -0.0457], [0.0167, 0.0500, 0.0627], [0.0120, -0.0181, 0.0115], [0.0143, -0.0036, -0.0107], [-0.0005, 0.0118, -0.0037], [0.0158, 0.0059, 0.0022], [-0.0043, 0.0015, 0.0400], [-0.0066, 0.0568, 0.0037], [0.0129, -0.0031, -0.0076], [0.0198, 0.0010, 0.0144], [0.0129, 0.0094, 0.0070], [-0.0335, -0.0229, 0.0180]],
  "charge": 2,
  "multiplicity": 2,
  "homo_energy_ev": [-12.66, -12.69],
  "gap_ev": [6.88, 6.76]
}

---

Entry 4:
{
  "formula": "C2H4N4O",
  "method": "ωB97M-V/def2-TZVPD",
  "elements": ["C", "C", "H", "H", "H", "H", "N", "N", "N", "N", "O"],
  "xyz": [[-0.141, 0.638, -0.153], [0.562, -0.460, -0.124], [1.156, 2.205, 1.084], [-0.561, 2.925, -0.282], [2.196, -1.252, -1.028], [2.528, 0.091, 0.031], [0.545, 1.901, -0.109], [-1.598, 0.515, 0.064], [-1.602, -0.765, 0.129], [1.985, -0.775, 0.248], [-0.395, -1.395, -0.059]],
  "atomic_forces_ev_per_a": [[-0.5141, 6.8882, 1.5526], [1.1964, -1.1754, 1.4134], [-2.9544, -1.2929, -4.2550], [4.0580, -3.6266, 0.9739], [-0.1239, 1.1487, 4.8454], [-0.7450, -0.3421, 0.4759], [-1.7850, 4.4608, 2.3842], [5.7546, -3.6937, -0.6617], [-3.1179, -0.3408, -0.5083], [-1.5611, -0.9340, -7.1886], [-0.2078, -1.0922, 0.9681]],
  "homo_energy_ev": -8.98,
  "gap_ev": 8.76
}

---

no.,molecular weight (g/mol),DFT total energy (eV)
1,85.13,-7264.6234
2,994.60,-124661.9982
3,1210.44,-202895.8375
4,100.08,-10138.2414